[1]
{"formula": "C3H10N3O3S", "method": "ωB97M-V with the def2-TZVPD basis set", "e_lumo_ev": -3.4, "molar_mass_g_mol": 168.20, "largest_force_ev_per_a": 5.14, "gap_ha": 0.3722, "de_lowest_kj_mol": 61.1, "charge": 1, "symbols": ["C", "C", "C", "N", "N", "N", "O", "O", "O", "S", "H", "H", "H", "H", "H", "H", "H", "H", "H", "H"], "xyz": [[1.01, 1.87, -0.64], [-1.79, 0.18, 1.06], [0.34, -1.99, -0.08], [1.34, 0.66, -0.39], [-0.89, -2.11, -0.36], [1.56, 3.04, -1.07], [-1.90, 0.07, -1.64], [-3.27, -1.54, -0.36], [1.26, -2.83, 0.16], [-2.16, -0.71, -0.48], [-2.67, 0.42, 1.61], [-1.07, -0.24, 1.70], [-1.24, 1.04, 0.67], [0.11, 2.07, 0.03], [0.79, -0.96, -0.11], [2.15, 0.35, -0.82], [-1.43, -2.96, -0.27], [1.00, 3.89, -1.22], [2.28, 2.84, -1.79], [1.02, -3.85, 0.03]]}



[2]
{"formula": "C37H49BClNO13", "method": "ωB97M-V with the def2-TZVPD basis set", "e_lumo_ev": -1.7, "molar_mass_g_mol": 762.06, "largest_force_ev_per_a": 2.05, "smiles": "CCCCCCCCCCCCCCCB(C[C@H](C)Cl)N=C=O.O=C1C=C(O)C(=O)C=C1O.O=C1C=C(O)C(=O)C=C1O.O=C1C=C(O)C(=O)C=C1O", "gap_ha": 0.2933, "de_lowest_kj_mol": 0.0, "symbols": ["C", "C", "C", "C", "C", "C", "C", "C", "C", "C", "C", "C", "C", "C", "C", "B", "C", "C", "C", "Cl", "N", "C", "O", "H", "H", "H", "H", "H", "H", "H", "H", "H", "H", "H", "H", "H", "H", "H", "H", "H", "H", "H", "H", "H", "H", "H", "H", "H", "H", "H", "H", "H", "H", "H", "H", "H", "H", "H", "H", "H", "O", "C", "C", "C", "O", "C", "O", "C", "C", "O", "H", "H", "H", "H", "O", "C", "C", "C", "O", "C", "O", "C", "C", "O", "H", "H", "H", "H", "O", "C", "C", "C", "O", "C", "O", "C", "C", "O", "H", "H", "H", "H"], "xyz": [[4.28, -1.10, 1.88], [5.02, -2.42, 2.19], [5.32, -3.33, 0.95], [5.24, -2.66, -0.44], [3.86, -2.94, -1.11], [3.83, -2.68, -2.63], [3.64, -1.20, -3.07], [2.74, -0.32, -2.14], [3.62, 0.66, -1.34], [2.84, 1.82, -0.64], [1.50, 1.35, -0.02], [0.31, 1.79, -0.91], [-1.03, 1.72, -0.09], [-1.91, 0.61, -0.71], [-3.20, 0.39, 0.12], [-3.93, -0.99, -0.19], [-3.47, -2.42, 0.33], [-1.97, -2.72, 0.16], [-1.72, -4.23, 0.28], [-1.03, -1.92, 1.50], [-5.19, -0.94, -1.02], [-5.03, -0.36, -2.08], [-4.93, 0.32, -3.02], [3.57, -1.16, 1.06], [3.74, -0.75, 2.77], [5.01, -0.31, 1.65], [5.95, -2.26, 2.74], [4.36, -3.00, 2.85], [4.57, -4.14, 0.96], [6.28, -3.83, 1.13], [5.97, -3.17, -1.09], [5.50, -1.60, -0.45], [3.70, -4.03, -0.98], [3.06, -2.46, -0.54], [4.81, -2.99, -3.01], [3.11, -3.36, -3.10], [3.13, -1.23, -4.05], [4.59, -0.69, -3.25], [2.04, -0.90, -1.54], [2.13, 0.31, -2.81], [4.27, 0.19, -0.61], [4.28, 1.14, -2.08], [3.49, 2.17, 0.18], [2.71, 2.68, -1.31], [1.49, 0.27, 0.16], [1.38, 1.82, 0.96], [0.23, 1.14, -1.79], [0.47, 2.83, -1.19], [-1.50, 2.70, -0.14], [-0.78, 1.44, 0.94], [-1.28, -0.29, -0.77], [-2.12, 0.89, -1.75], [-3.90, 1.20, -0.13], [-2.97, 0.47, 1.19], [-4.02, -3.17, -0.25], [-3.75, -2.53, 1.39], [-1.58, -2.40, -0.81], [-0.65, -4.44, 0.25], [-2.22, -4.77, -0.54], [-2.10, -4.61, 1.24], [-2.29, 5.42, 6.51], [-2.44, 4.97, 5.39], [-3.47, 5.44, 4.47], [-3.59, 4.88, 3.26], [-4.51, 5.28, 2.38], [-2.69, 3.77, 2.81], [-2.85, 3.29, 1.70], [-1.65, 3.32, 3.73], [-1.53, 3.87, 4.94], [-0.59, 3.49, 5.81], [-4.11, 6.24, 4.81], [-4.39, 4.72, 1.59], [-1.00, 2.53, 3.39], [-0.72, 4.05, 6.60], [-2.19, -6.97, -1.45], [-2.30, -7.44, -2.57], [-3.32, -7.01, -3.52], [-3.39, -7.57, -4.73], [-4.31, -7.21, -5.63], [-2.45, -8.66, -5.15], [-2.58, -9.15, -6.25], [-1.41, -9.07, -4.21], [-1.34, -8.50, -3.00], [-0.41, -8.85, -2.11], [-4.00, -6.23, -3.20], [-4.15, -7.77, -6.41], [-0.73, -9.84, -4.53], [-0.57, -8.29, -1.33], [0.07, 10.59, 1.24], [-0.08, 9.39, 1.35], [-1.15, 8.66, 0.68], [-1.27, 7.34, 0.85], [-2.23, 6.62, 0.26], [-0.33, 6.57, 1.73], [-0.51, 5.38, 1.86], [0.75, 7.30, 2.38], [0.88, 8.62, 2.20], [1.85, 9.32, 2.78], [-1.82, 9.22, 0.05], [-2.09, 5.70, 0.55], [1.44, 6.73, 3.00], [1.71, 10.25, 2.49]]}



[3]
{"formula": "C9H3Cl3N2O", "method": "ωB97M-V with the def2-TZVPD basis set", "e_lumo_ev": -1.5, "molar_mass_g_mol": 261.49, "largest_force_ev_per_a": 4.62, "smiles": "O=C(Cl)c1ccc2nc(Cl)c(Cl)nc2c1", "gap_ha": 0.3071, "de_lowest_kj_mol": 68.9, "symbols": ["O", "C", "Cl", "C", "C", "C", "C", "N", "C", "Cl", "C", "Cl", "N", "C", "C", "H", "H", "H"], "xyz": [[-1.15, 3.68, 2.89], [-0.57, 2.59, 3.00], [-0.33, 1.94, 4.65], [-0.31, 1.70, 1.78], [-0.36, 2.14, 0.45], [-0.12, 1.19, -0.52], [0.33, -0.07, -0.23], [0.78, -0.85, -1.22], [1.24, -2.08, -0.90], [1.79, -3.29, -2.08], [1.47, -2.51, 0.44], [2.07, -4.17, 0.69], [0.97, -1.80, 1.42], [0.49, -0.52, 1.10], [0.06, 0.38, 2.09], [-0.67, 3.24, 0.16], [-0.08, 1.50, -1.51], [-0.09, -0.13, 3.02]]}



[4]
{"formula": "C14H31MnN4O2", "method": "ωB97M-V with the def2-TZVPD basis set", "e_lumo_ev": -8.9, "molar_mass_g_mol": 342.37, "largest_force_ev_per_a": 6.54, "multiplicity": 7, "gap_ha": 0.1926, "charge": 2, "symbols": ["C", "C", "C", "C", "C", "C", "C", "C", "O", "C", "C", "N", "N", "N", "C", "C", "C", "C", "N", "O", "H", "H", "H", "H", "H", "H", "H", "H", "H", "H", "H", "H", "H", "H", "H", "H", "H", "H", "H", "H", "H", "H", "H", "H", "H", "H", "H", "H", "H", "H", "H", "Mn"], "xyz": [[-3.01, 1.33, 0.21], [-1.86, 0.46, 0.74], [-1.88, 0.57, 2.28], [-0.54, 0.92, 0.09], [0.53, -0.08, -0.40], [1.66, -0.25, 0.64], [1.28, -0.68, 2.06], [2.53, -1.08, 2.82], [2.23, -1.85, 4.02], [1.22, 0.41, -1.71], [1.54, 1.90, -1.96], [2.60, 1.86, -2.95], [0.45, 2.65, -2.60], [2.01, 2.58, -0.75], [-0.04, -1.49, -0.70], [-1.54, -1.62, -0.84], [-1.92, -3.10, -0.84], [-2.12, -0.93, -2.07], [-2.12, -1.01, 0.44], [-3.26, -1.40, 0.74], [-2.85, 2.31, 0.65], [-3.98, 0.98, 0.55], [-2.98, 1.45, -0.86], [-1.46, -0.30, 2.76], [-2.90, 0.66, 2.62], [-1.36, 1.47, 2.58], [-0.07, 1.56, 0.83], [-0.83, 1.56, -0.74], [2.20, 0.69, 0.71], [2.34, -0.99, 0.22], [0.86, 0.18, 2.57], [0.56, -1.50, 2.08], [3.04, -0.18, 3.16], [3.23, -1.62, 2.18], [2.01, -2.76, 3.78], [0.68, 0.06, -2.58], [2.17, -0.11, -1.74], [2.81, 2.79, -3.30], [3.44, 1.43, -2.59], [0.00, 3.28, -1.96], [-0.25, 2.04, -3.00], [1.24, 2.99, -0.23], [2.60, 3.36, -1.01], [0.35, -1.82, -1.66], [0.30, -2.21, 0.04], [-2.97, -3.25, -1.09], [-1.30, -3.62, -1.56], [-1.74, -3.55, 0.14], [-2.20, -1.67, -2.86], [-1.50, -0.11, -2.42], [-3.13, -0.58, -1.89], [3.94, -1.74, 5.40]]}



[5]
{"formula": "C4H10O2", "method": "ωB97M-V with the def2-TZVPD basis set", "e_lumo_ev": 1.0, "molar_mass_g_mol": 90.12, "largest_force_ev_per_a": 2.11, "smiles": "C[C@H]1O[C@@H]1C.O", "gap_ha": 0.4107, "de_lowest_kj_mol": 265.1, "symbols": ["C", "C", "O", "C", "C", "H", "H", "H", "H", "H", "H", "H", "H", "O", "H", "H"], "xyz": [[-2.18, 0.44, 0.40], [-0.72, 0.12, 0.41], [-0.41, -1.22, 0.27], [0.02, -0.03, -0.81], [1.34, 0.60, -1.01], [-2.63, 0.11, 1.33], [-2.31, 1.52, 0.29], [-2.67, -0.08, -0.43], [-0.16, 0.64, 1.20], [-0.45, -0.25, -1.76], [0.68, 1.44, -1.40], [1.90, 0.96, -0.14], [2.01, 0.20, -1.79], [2.09, -1.56, 0.10], [1.12, -1.60, 0.28], [2.46, -1.27, 0.94]]}



[6]
{"formula": "C5H14NOS", "method": "ωB97M-V with the def2-TZVPD basis set", "e_lumo_ev": -3.4, "molar_mass_g_mol": 136.24, "largest_force_ev_per_a": 2.40, "smiles": "CSCC[C@H]([NH3+])CO", "gap_ha": 0.3200, "de_lowest_kj_mol": 49.1, "charge": 1, "symbols": ["C", "S", "C", "C", "C", "N", "C", "O", "H", "H", "H", "H", "H", "H", "H", "H", "H", "H", "H", "H", "H", "H"], "xyz": [[2.37, 2.47, -1.05], [1.58, 1.21, -0.02], [-0.13, 1.72, 0.15], [-0.92, 0.48, 0.71], [-0.59, -0.90, 0.27], [-1.08, -1.10, -1.18], [-1.22, -2.01, 1.14], [-1.31, -3.17, 0.33], [2.29, 2.07, -2.07], [3.43, 2.54, -0.83], [1.85, 3.43, -1.10], [-0.52, 1.88, -0.87], [-0.37, 2.62, 0.71], [-0.81, 0.57, 1.80], [-2.00, 0.66, 0.59], [0.49, -1.06, 0.23], [-1.19, -0.17, -1.61], [-2.02, -1.46, -1.25], [-0.36, -1.65, -1.65], [-2.16, -1.77, 1.61], [-0.49, -2.26, 1.92], [-2.11, -3.67, 0.38]]}